[1]
Formula: C34H50N12O3RuS3
Source: the Open Molecules 2025 dataset
Level of theory: ωB97M-V with the def2-TZVPD basis set

ORCA input file:
```
! RIJCOSX wB97M-V def2-TZVPD def2/J DEFGRID3
* xyz 0 1
Ru 0.124 -0.794 -1.695
N -1.200 -2.136 -4.566
C -1.839 -2.437 -3.376
N -2.855 -3.278 -3.266
N -3.149 -3.277 -1.959
N -2.355 -2.482 -1.323
N -1.501 -1.918 -2.198
C 0.178 -1.961 -4.564
N 0.960 -2.247 -5.590
N 2.191 -1.906 -5.169
N 2.148 -1.453 -3.966
N 0.865 -1.479 -3.531
H -1.534 -2.664 -5.358
C -4.247 -3.492 1.452
C -3.357 -4.589 2.027
C -1.891 -4.511 1.601
C -1.119 -3.315 2.152
N -1.392 -2.108 1.381
C -0.961 -0.877 1.598
S -0.870 0.229 0.262
N -0.597 -0.412 2.794
C -0.884 -0.948 4.123
C -2.362 -1.051 4.494
C -3.154 0.252 4.330
C -3.919 0.340 3.014
H -5.288 -3.655 1.736
H -4.191 -3.479 0.362
H -3.955 -2.504 1.809
H -3.749 -5.560 1.713
H -3.404 -4.581 3.122
H -1.831 -4.521 0.509
H -1.375 -5.409 1.953
H -0.043 -3.513 2.110
H -1.389 -3.185 3.200
H -1.723 -2.264 0.419
H -0.286 0.555 2.802
H -0.397 -0.252 4.806
H -0.391 -1.913 4.259
H -2.388 -1.372 5.539
H -2.845 -1.846 3.919
H -2.471 1.101 4.431
H -3.868 0.338 5.152
H -3.260 0.314 2.144
H -4.497 1.263 2.957
H -4.621 -0.493 2.927
O 1.851 0.497 -1.093
S 2.693 0.845 -2.306
C 3.479 2.398 -1.905
C 2.920 3.247 -0.964
C 3.549 4.451 -0.693
C 4.722 4.792 -1.356
C 5.277 3.926 -2.287
C 4.658 2.714 -2.560
C 1.453 1.425 -3.468
C 0.163 1.638 -2.990
C -0.861 1.866 -3.900
C -0.586 1.891 -5.261
C 0.708 1.685 -5.718
C 1.737 1.435 -4.821
H 2.015 2.940 -0.451
H 3.129 5.132 0.035
H 5.208 5.735 -1.141
H 6.196 4.188 -2.795
H 5.088 2.021 -3.274
H -0.027 1.630 -1.918
H -1.871 2.013 -3.542
H -1.388 2.053 -5.969
H 0.911 1.676 -6.781
H 2.731 1.187 -5.174
O 0.852 -2.391 -0.589
N 1.100 -3.468 -1.348
C 0.105 -4.332 -1.609
C 0.333 -5.420 -2.420
C 1.598 -5.618 -2.956
C 2.609 -4.726 -2.645
C 2.334 -3.648 -1.831
H -0.849 -4.080 -1.172
H -0.491 -6.084 -2.637
H 1.789 -6.453 -3.616
H 3.602 -4.827 -3.056
H 3.040 -2.877 -1.566
C -2.560 3.557 2.010
C -1.387 4.511 1.847
C -0.203 3.862 1.135
S 0.920 2.905 2.190
O 0.117 2.242 3.278
C 1.741 4.281 3.016
C 2.729 3.769 4.059
C 3.900 3.002 3.455
H -3.402 4.055 2.493
H -2.272 2.700 2.614
H -2.896 3.179 1.042
H -1.082 4.893 2.824
H -1.694 5.381 1.260
H 0.437 4.595 0.638
H -0.549 3.145 0.385
H 0.965 4.897 3.471
H 2.251 4.856 2.238
H 2.187 3.143 4.772
H 3.100 4.631 4.618
H 3.567 2.113 2.916
H 4.594 2.680 4.231
H 4.453 3.625 2.749
*
```

## Properties
Orbital gap, eV: 7.11
Total energy, eV: -95178.6948
Energy above the lowest of the compared OMol25 structures with the same formula, charge and spin, kJ/mol: 33.8
Highest occupied orbital energy, eV: -7.21
LUMO, eV: -0.1

Here are the Löwdin charges for atoms 1 to 2, given in e: 0.883 0.144

[2]
Formula: C15H11ClFN5
Source: the Open Molecules 2025 dataset
Level of theory: ωB97M-V with the def2-TZVPD basis set

ORCA input file:
```
! RIJCOSX wB97M-V def2-TZVPD def2/J DEFGRID3
* xyz 0 1
C 2.276 2.890 0.761
N 1.125 2.830 -0.118
C 0.201 1.836 0.034
N -1.089 2.013 0.012
C -1.678 0.770 0.085
C -0.674 -0.179 0.180
N 0.526 0.495 0.139
C 1.797 -0.112 0.053
C 2.598 0.144 -1.056
C 3.837 -0.456 -1.164
C 4.253 -1.315 -0.160
C 3.468 -1.583 0.948
C 2.231 -0.974 1.054
H 1.606 -1.162 1.912
H 3.827 -2.256 1.709
F 5.459 -1.901 -0.263
H 4.475 -0.275 -2.014
H 2.244 0.815 -1.823
Cl -0.707 -1.869 0.373
C -3.099 0.712 0.091
C -3.940 -0.341 -0.085
C -5.337 -0.133 0.007
N -6.469 0.031 0.088
C -3.613 -1.670 -0.425
N -3.443 -2.758 -0.749
H -3.554 1.684 0.240
C 0.560 4.135 -0.403
H 1.343 4.762 -0.826
H 0.161 4.614 0.497
H -0.249 4.018 -1.118
H 3.086 3.401 0.240
H 2.044 3.447 1.677
H 2.611 1.894 1.035
*
```

## Properties
Orbital gap, eV: 7.55
SMILES string: CN(C)c1nc(C=C(C#N)C#N)c(Cl)n1-c1ccc(F)cc1
Total energy, eV: -38422.5347
Highest occupied orbital energy, eV: -8.28
LUMO, eV: -0.7

Here are the natural (NBO) charges for atoms 1 to 2, given in e: -0.407 -0.433

[3]
Formula: C38H35ClFeN2Si2
Source: the Open Molecules 2025 dataset
Level of theory: ωB97M-V with the def2-TZVPD basis set

ORCA input file:
```
! RIJCOSX wB97M-V def2-TZVPD def2/J DEFGRID3
* xyz 0 5
C -2.357 -1.895 2.537
C -3.037 -1.914 1.271
C -2.568 -3.063 0.547
H -3.826 -1.237 0.969
C -1.548 -3.700 1.329
C -1.447 -2.996 2.570
H -0.901 -3.336 3.447
H -2.654 -1.287 3.387
H -2.991 -3.435 -0.373
H -1.073 -4.639 1.079
Fe -1.016 -1.674 0.810
Si 1.489 2.645 0.053
C 0.596 3.665 -1.191
C 1.329 4.002 -2.336
H 2.315 3.560 -2.507
C 0.806 4.920 -3.247
H 1.382 5.200 -4.131
C -0.457 5.484 -3.021
H -0.857 6.234 -3.714
C -1.201 5.098 -1.899
H -2.187 5.532 -1.727
C -0.683 4.182 -0.976
H -1.257 3.891 -0.094
C 0.866 0.918 0.192
C -0.493 0.565 0.793
H -0.959 1.441 1.255
C -1.510 -0.165 -0.033
H -2.468 0.299 -0.209
C 0.736 -2.072 0.099
H 0.900 -3.144 0.115
C 1.919 -1.335 0.013
H 2.860 -1.824 -0.271
C 1.941 0.067 0.110
H 2.952 0.501 0.024
H -0.236 -0.102 1.661
Si -0.446 -1.244 -1.183
C -0.387 -2.657 -2.542
C -1.567 -2.872 -3.252
H -2.445 -2.242 -3.071
C -1.602 -3.872 -4.235
H -2.531 -4.089 -4.753
C -0.454 -4.604 -4.552
H -0.507 -5.430 -5.265
C 0.756 -4.277 -3.938
H 1.668 -4.801 -4.223
C 0.800 -3.284 -2.944
H 1.765 -2.998 -2.508
C -0.380 0.146 -2.550
C -1.454 1.026 -2.721
H -2.294 1.039 -2.022
C -1.461 1.928 -3.787
H -2.294 2.623 -3.900
C -0.391 1.954 -4.677
H -0.419 2.640 -5.523
C 0.721 1.144 -4.450
H 1.586 1.218 -5.106
C 0.735 0.245 -3.379
H 1.615 -0.383 -3.212
H 2.774 2.554 -0.358
Cl 1.440 3.519 1.912
N -1.214 1.146 3.344
C -0.141 1.043 4.189
C 0.155 2.117 5.037
C 1.193 2.027 5.971
C 2.014 0.908 5.993
C 1.854 -0.146 5.059
C 2.772 -1.214 4.938
C 2.588 -2.185 3.978
C 1.448 -2.107 3.172
N 0.587 -1.097 3.241
C 0.738 -0.114 4.160
H -1.820 0.345 3.178
H -1.649 2.056 3.215
H -0.463 3.017 4.988
H 1.351 2.845 6.676
H 2.829 0.826 6.712
H 3.615 -1.235 5.623
H 3.278 -3.006 3.804
H 1.274 -2.893 2.431
*
```

## Properties
Orbital gap (alpha / beta), eV: 5.57 / 7.11
Total energy, eV: -105614.0439
Energy above the lowest of the compared OMol25 structures with the same formula, charge and spin, kJ/mol: 30.8
Highest occupied orbital energy (alpha / beta), eV: -5.39 / -7.56
LUMO (alpha / beta), eV: 0.2 / -0.5

Here are the Löwdin charges for atoms 1 to 2, given in e: -0.135 -0.143

[4]
Formula: C7H14N2
Source: the Open Molecules 2025 dataset
Level of theory: ωB97M-V with the def2-TZVPD basis set

ORCA input file:
```
! RIJCOSX wB97M-V def2-TZVPD def2/J DEFGRID3
* xyz 0 1
C 1.254 1.446 -2.507
C 1.886 2.177 -1.402
H 0.327 0.984 -2.182
H 0.942 2.014 -3.399
H 1.917 0.709 -2.868
H 2.642 2.853 -1.631
H 2.532 1.456 -0.772
H 0.983 2.803 -0.789
C -1.219 -2.293 1.521
C -0.197 -2.259 2.590
C -1.276 -1.019 0.648
C -0.737 0.193 1.115
C -1.212 0.231 -1.042
N -1.586 -1.016 -0.666
N -0.928 1.075 0.035
H -0.988 -3.147 0.721
H -2.260 -2.611 1.957
H -0.673 -1.652 3.370
H -0.320 0.557 2.079
H -1.411 0.565 -2.074
H -0.543 1.984 0.044
H 0.784 -1.730 2.309
H 0.081 -3.321 2.942
*
```

## Properties
Orbital gap, eV: 9.22
SMILES string: CCc1c[nH]cn1.CC
Total energy, eV: -10464.2557
Energy above the lowest of the compared OMol25 structures with the same formula, charge and spin, kJ/mol: 203.7
Highest occupied orbital energy, eV: -8.34
LUMO, eV: 0.9

Here are the natural (NBO) charges for atoms 1 to 2, given in e: -0.629 -0.571

[5]
Formula: C3H10ClMgN2O4
Source: the Open Molecules 2025 dataset
Level of theory: ωB97M-V with the def2-TZVPD basis set

ORCA input file:
```
! RIJCOSX wB97M-V def2-TZVPD def2/J DEFGRID3
* xyz 1 1
Mg 0.161 0.422 0.319
O 1.908 0.831 1.544
Cl 1.651 -0.613 1.626
O 2.566 -1.349 2.387
O 1.564 -1.033 0.201
O 0.248 -0.695 2.086
N -1.839 -0.007 0.023
C -2.629 0.904 0.924
C -2.409 2.377 0.591
C -1.020 2.938 0.895
N 0.012 2.443 -0.084
H -2.218 0.066 -0.918
H -2.012 -0.971 0.304
H -2.318 0.697 1.949
H -3.687 0.666 0.853
H -3.127 2.951 1.177
H -2.662 2.565 -0.458
H -0.697 2.635 1.894
H -1.049 4.024 0.888
H 0.909 2.871 0.140
H -0.230 2.794 -1.007
*
```

## Properties
Orbital gap, eV: 11.99
Total energy, eV: -32399.6748
Energy above the lowest of the compared OMol25 structures with the same formula, charge and spin, kJ/mol: 52.2
Highest occupied orbital energy, eV: -15.39
LUMO, eV: -3.4

Here are the natural (NBO) charges for atoms 1 to 2, given in e: 1.765 -0.875